Computed, not measured: a cluster of 2 separate species, Cl2H2NOP in total, with wB97M-V/def2-TZVPD.

Values from the calculation:
* energy relative to the best compared isomer or geometry (same formula, charge and spin): 4.4552 eV
* calculated total energy: -1392.8419 a.u.
* HOMO level (spin up / spin down): -7.9 / -9.6 eV
* frontier orbital gap (spin up / spin down): 7.88 / 8.76 eV
* multiplicity: 1

Atoms and positions in Å:
1 N -0.736 -0.064 0.530
2 O -1.377 0.516 1.639
3 P 0.940 0.354 -1.702
4 Cl 2.612 0.451 -0.632
5 Cl 0.759 -1.593 -2.021
6 H -0.706 0.515 2.335
7 H -1.492 -0.178 -0.150

Computed, not measured: an isolated molecule of Cl2H2OP2, with wB97M-V/def2-TZVPD.

Values from the calculation:
* energy relative to the best compared isomer or geometry (same formula, charge and spin): 0.0000 eV
* calculated total energy: -1679.5976 a.u.
* HOMO level: -10.8 eV
* frontier orbital gap: 10.82 eV
* multiplicity: 1

Atoms and positions in Å:
1 O 1.725 -0.748 0.793
2 P -0.308 1.511 0.216
3 P 0.351 -0.581 0.334
4 Cl -0.941 -1.516 1.550
5 Cl 0.079 -1.506 -1.444
6 H -1.420 1.164 -0.548
7 H 0.513 1.676 -0.902

| no. | largest force on an atom (eV/A) |
| --- | --- |
| 1 | 1.60 |
| 2 | 0.63 |